Record 1
Density functional theory data (wB97M-V/def2-TZVPD) for a molecular structure, C18H25LiN4S2Si.

Computed properties:
F_max: 0.7 eV/A
calculated total energy: -54786.236 eV
HOMO level: 1.76 eV
net charge: -2
LUMO level: 4.60 eV
ΔE to the lowest compared entry with this formula, charge and spin: 40.5 kcal per mole
spin multiplicity: 1

```
51
Properties=species:S:1:pos:R:3:forces:R:3:lowdin_charge:R:1
Li -0.262690 0.401474 0.471041 0.00 0.21 0.13 0.449
C -4.889285 -0.757365 3.191482 0.12 -0.22 -0.31 -0.463
S -4.182040 -2.025284 2.084121 0.03 0.19 0.13 0.640
C -2.729978 -1.135111 1.523581 -0.27 -0.51 0.38 -1.247
S -2.905955 -0.014546 0.205970 0.42 0.35 -0.40 0.338
N -1.667216 -1.383566 2.227887 0.27 0.10 0.07 -0.159
N -0.555669 -0.731591 1.864350 -0.33 -0.05 -0.16 -0.236
C 0.513640 -0.836762 2.714832 0.29 -0.10 0.27 -0.224
C 1.665264 -0.145452 2.467011 -0.34 -0.22 0.08 -0.347
C 2.792274 -0.179424 3.374880 0.25 0.10 0.03 -0.119
C 3.918404 0.529088 3.131621 -0.18 -0.11 0.02 -0.188
C 3.991403 1.330201 1.934048 0.15 0.09 -0.09 -0.187
C 2.884735 1.332746 1.111343 0.07 0.00 -0.01 -0.288
N 1.746276 0.666424 1.291478 -0.36 -0.03 -0.17 -0.035
H -5.768225 -1.183451 3.680479 -0.02 0.04 0.03 -0.001
H -5.169007 0.113741 2.598702 -0.01 0.04 0.06 0.005
H -4.136566 -0.482993 3.928880 -0.04 0.03 0.06 0.018
H 0.413448 -1.438415 3.620625 0.03 0.00 -0.04 0.077
H 2.687305 -0.788913 4.268256 0.06 0.00 0.00 0.082
H 4.759279 0.503604 3.819673 -0.04 -0.04 0.04 0.064
H 4.873688 1.912344 1.695648 -0.05 0.02 -0.06 0.038
H 2.932840 1.939335 0.200268 -0.04 0.00 0.02 0.071
C -2.397892 1.609888 -2.969450 0.15 -0.09 0.01 -0.180
Si -0.591258 1.898450 -2.569579 -0.20 0.70 -0.17 0.453
C -0.424866 2.700021 -0.870139 0.05 -0.30 -0.15 -0.179
C 0.117342 3.184508 -3.794652 -0.05 -0.23 0.14 -0.185
N 0.325409 0.426509 -2.717967 -0.02 -0.08 0.17 -0.182
C -0.260336 -0.805281 -3.076360 0.08 0.06 -0.04 -0.294
C -0.193443 -1.919009 -2.239895 -0.12 -0.19 -0.02 -0.011
C -0.798389 -3.110686 -2.618083 0.11 0.12 0.09 -0.080
C -1.463270 -3.216975 -3.830101 -0.06 -0.07 -0.09 -0.122
C -1.515067 -2.119688 -4.677438 0.10 0.13 0.06 -0.108
C -0.909800 -0.926134 -4.305636 -0.07 -0.16 -0.03 -0.057
H -2.968230 2.517363 -2.754096 0.05 0.04 0.02 0.032
H -2.786883 0.816582 -2.323857 0.00 -0.01 0.00 -0.033
H -2.574666 1.330922 -4.009828 0.01 0.04 0.00 0.015
H -0.621757 3.772261 -0.938451 0.01 0.03 -0.05 0.028
H 0.569192 2.569552 -0.429212 -0.02 0.02 0.00 0.012
H -1.164919 2.280532 -0.178574 -0.04 0.04 -0.03 -0.022
H -0.482324 4.099291 -3.773775 -0.01 -0.01 0.03 0.015
H 0.128266 2.808679 -4.821497 -0.01 -0.03 0.02 0.011
H 1.141596 3.456954 -3.523868 0.00 -0.02 -0.01 0.015
H 0.280544 -1.848562 -1.268792 -0.02 0.04 0.02 0.111
H -0.775449 -3.950184 -1.934707 0.00 0.00 0.00 0.102
H -1.950005 -4.144996 -4.105540 0.01 0.00 -0.01 0.086
H -2.013066 -2.187550 -5.637821 -0.05 -0.01 0.02 0.088
H -0.939078 -0.069680 -4.968024 0.04 0.00 0.00 0.098
C 1.657322 0.357444 -2.112909 0.04 -0.05 -0.11 -0.109
H 2.316207 -0.254496 -2.738244 -0.02 0.01 0.00 0.088
H 1.674511 -0.037883 -1.093250 0.00 0.03 0.02 0.053
H 2.084055 1.360949 -2.068902 0.01 0.02 0.01 0.066
```
Forces are in eV/Å.


Record 2
Density functional theory data (wB97M-V/def2-TZVPD) for a single C18H25N3O4 molecule.

Computed properties:
F_max: 0.6 eV/A
calculated total energy: -31734.244 eV
HOMO level: -8.14 eV
LUMO level: 0.64 eV
ΔE to the lowest compared entry with this formula, charge and spin: 3.3 kcal per mole
SMILES: CCCC1(CCC)NC(=O)N(CC(=O)Nc2cccc(OC)c2)C1=O
spin multiplicity: 1

```
50
Properties=species:S:1:pos:R:3:forces:R:3:lowdin_charge:R:1
C 1.371294 0.544208 3.310784 -0.19 -0.08 -0.11 -0.095
H 2.182035 0.416982 4.025511 0.10 0.03 0.11 0.074
C 1.294956 -0.655693 2.372299 0.26 0.04 0.10 -0.223
C 2.620080 -1.018689 1.692156 -0.36 0.06 -0.25 -0.115
H 2.534838 -2.033283 1.302095 0.12 -0.04 0.03 0.117
H 3.427086 -0.999414 2.427885 0.11 -0.05 -0.01 0.128
C 3.011156 -0.124636 0.505426 0.42 -0.40 0.19 -0.357
N 3.078056 1.277802 0.849029 0.17 -0.06 0.12 0.160
C 2.243808 2.056640 0.130116 0.15 0.00 0.12 -0.485
O 2.124724 3.249841 0.148026 -0.14 0.43 -0.03 0.117
N 1.505706 1.175481 -0.692351 -0.12 0.13 -0.09 0.091
C 1.898232 -0.112914 -0.534372 0.18 0.08 0.10 -0.366
O 1.428106 -1.069687 -1.114792 -0.02 -0.23 -0.09 0.091
C 0.487166 1.653683 -1.600636 -0.27 0.21 -0.13 -0.005
H 0.635779 1.193067 -2.582375 0.03 0.05 0.08 0.143
H 0.604656 2.738147 -1.667614 -0.08 -0.22 -0.02 0.135
C -0.946364 1.355041 -1.114483 0.54 0.11 -0.20 -0.430
O -1.738583 2.244121 -0.901560 -0.16 0.22 0.03 0.085
N -1.177594 0.028813 -0.989766 0.09 -0.50 -0.04 0.143
C -2.333819 -0.622017 -0.540038 -0.29 -0.17 0.15 -0.210
C -3.517889 0.059972 -0.282294 -0.26 0.32 0.03 0.050
C -4.633788 -0.642448 0.156005 0.16 -0.32 -0.01 -0.270
C -4.558076 -2.024729 0.336527 -0.19 0.14 0.04 -0.019
C -3.377275 -2.689687 0.077973 -0.05 0.11 -0.01 -0.084
C -2.261312 -1.999822 -0.360741 0.12 0.10 -0.05 -0.039
H -1.336522 -2.519049 -0.564730 0.12 -0.06 -0.02 0.108
H -3.323839 -3.758772 0.218300 0.00 -0.09 0.01 0.104
H -5.436014 -2.549469 0.676872 -0.11 -0.07 0.04 0.114
O -5.836647 -0.071780 0.430396 0.11 -0.31 0.02 -0.080
C -5.977360 1.318470 0.250917 -0.02 0.23 -0.03 -0.083
H -5.805013 1.607748 -0.790229 0.01 0.00 0.04 0.098
H -5.296377 1.878720 0.898526 -0.01 -0.02 -0.03 0.098
H -7.006483 1.546787 0.523962 0.08 0.03 -0.03 0.092
H -3.543550 1.125235 -0.427899 -0.02 0.04 0.00 0.090
H -0.407317 -0.599486 -1.212015 -0.05 0.25 0.00 0.102
H 3.754243 1.658564 1.487850 -0.06 0.11 -0.07 0.171
C 4.352015 -0.553854 -0.129416 -0.36 -0.27 -0.15 -0.121
C 4.387413 -1.984564 -0.663226 0.19 0.13 -0.06 -0.252
C 5.652846 -2.227127 -1.477725 -0.19 -0.05 0.15 -0.107
H 5.690512 -1.562267 -2.337616 0.05 0.06 -0.11 0.073
H 5.678767 -3.252342 -1.837254 0.09 -0.09 -0.07 0.071
H 6.539109 -2.053581 -0.870893 0.15 0.01 0.01 0.073
H 4.359529 -2.691302 0.167153 -0.09 -0.04 0.01 0.108
H 3.511699 -2.162016 -1.287991 0.00 -0.07 0.09 0.102
H 5.136116 -0.423643 0.621299 0.02 0.09 0.03 0.126
H 4.563736 0.136023 -0.951547 0.05 0.07 0.03 0.129
H 0.981140 -1.524454 2.955643 -0.08 0.00 -0.09 0.111
H 0.525658 -0.482837 1.616753 -0.12 -0.09 -0.02 0.102
H 1.524907 1.473611 2.770763 0.00 0.09 0.07 0.059
H 0.440811 0.632462 3.866354 -0.05 0.07 0.11 0.074
```
Forces are in eV/Å.


Record 3
Density functional theory data (wB97M-V/def2-TZVPD) for a molecular structure, C18H25N3O6P2S2TeV.

Computed properties:
F_max: 1.5 eV/A
calculated total energy: -109060.829 eV
HOMO level (alpha / beta): -6.00 / -5.05 eV
LUMO level (alpha / beta): -0.24 / -0.24 eV
ΔE to the lowest compared entry with this formula, charge and spin: 18.2 kcal per mole
⟨S²⟩: 0.79
spin multiplicity: 2

```
58
Properties=species:S:1:pos:R:3:forces:R:3:lowdin_charge:R:1
V 0.151401 -0.484972 -0.029202 1.17 1.02 -0.07 0.456
S -0.829621 -4.515429 1.597551 -0.09 0.01 -0.04 0.978
C 0.505387 -3.955986 2.525392 0.01 -0.06 0.02 -0.426
C 0.914795 -2.712383 2.159083 -0.08 -0.04 -0.17 -0.195
C 0.149734 -2.145127 1.082412 -0.25 -0.62 0.49 -0.373
C -0.832464 -3.037939 0.688179 0.15 -0.06 0.04 -0.597
C -1.672162 -2.670296 -0.413016 0.05 0.03 0.10 -0.317
C -2.653200 -3.454886 -1.027948 -0.01 -0.03 0.03 -0.020
C -3.320898 -2.971173 -2.127390 0.01 -0.01 0.00 -0.077
C -3.008885 -1.692428 -2.600592 -0.02 -0.06 -0.06 -0.074
C -2.043516 -0.964571 -1.951042 0.04 -0.12 0.16 -0.127
N -1.371679 -1.422527 -0.872872 -1.07 -0.64 -0.62 -0.098
H 0.909932 -4.594154 3.297709 -0.01 0.05 0.00 0.058
H 1.743237 -2.206510 2.637840 -0.02 0.00 0.01 0.096
H -2.856866 -4.442883 -0.634477 -0.01 0.01 -0.01 0.106
H -4.064646 -3.576413 -2.630044 -0.02 0.02 0.04 0.101
H -3.506798 -1.279417 -3.467419 0.00 0.02 0.02 0.097
H -1.767906 0.024038 -2.295608 0.03 0.03 0.03 0.103
N 2.101050 3.106226 -0.019544 -0.22 0.01 0.16 0.178
C 0.838616 2.856046 0.798386 -0.20 -0.69 0.05 -0.475
C 0.391006 4.056814 1.601049 0.08 0.02 -0.09 -0.064
P -0.343851 2.141986 -0.438935 -0.10 1.02 -0.51 0.316
O -1.083019 3.481601 -0.950083 0.01 -0.05 0.11 -0.119
O 0.587982 1.620021 -1.508603 -0.22 -0.19 0.18 -0.319
O -1.325014 1.183523 0.154559 0.20 0.06 -0.18 -0.364
P 1.266514 1.366523 1.836368 0.87 0.33 0.47 0.297
O 2.494053 2.047693 2.673358 0.03 -0.09 -0.20 -0.144
O 1.897735 0.419747 0.838744 -0.09 0.29 0.28 -0.367
O 0.191585 0.950776 2.744342 -0.21 0.13 -0.04 -0.324
H 2.213194 4.086909 -0.266357 -0.03 0.01 -0.01 0.164
H 1.920072 2.515914 -0.873458 0.12 -0.06 -0.11 0.101
H 2.924151 2.768365 0.479319 0.07 0.11 0.03 0.137
H 0.098481 4.884109 0.952051 -0.02 0.00 0.01 0.080
H 1.179499 4.380517 2.282060 -0.01 0.00 0.02 0.084
H -0.472737 3.769003 2.200136 -0.01 0.00 -0.02 0.094
H -1.952030 3.295624 -1.322010 -0.11 0.01 0.01 0.087
H 2.352670 1.910982 3.615828 0.00 0.03 0.10 0.081
S 1.385099 -1.745763 -1.604668 0.34 -0.27 -0.58 0.840
C 2.552320 -0.859291 -2.449318 -0.16 -0.18 0.21 -0.643
N 2.757721 -1.168559 -3.756489 0.17 0.01 0.04 0.054
C 3.725058 -0.619417 -4.529419 0.10 0.02 -0.18 -0.074
C 4.554037 0.323030 -4.019143 0.08 0.09 -0.06 -0.068
C 4.383814 0.702499 -2.667327 -0.02 -0.10 -0.04 -0.048
C 3.409846 0.133152 -1.905388 0.01 0.13 0.10 -0.072
H 2.160415 -1.899461 -4.122316 -0.02 0.05 -0.03 0.142
H 3.789097 -0.978703 -5.546454 -0.03 0.00 0.02 0.129
H 5.329455 0.760770 -4.629291 -0.03 -0.04 -0.04 0.106
H 5.061587 1.428306 -2.234091 -0.03 0.00 0.01 0.111
H 3.277405 0.367499 -0.858148 -0.07 -0.04 -0.01 0.084
C -3.334916 1.320589 2.860532 0.13 0.02 0.02 -0.445
Te -2.450924 -0.609073 2.588680 -0.61 -0.13 0.37 1.309
C -4.247983 -1.575137 3.276830 0.01 -0.01 -0.01 -0.471
H -3.301829 1.624652 3.904787 0.00 -0.01 -0.02 -0.006
H -4.366562 1.286132 2.514182 0.03 0.01 -0.03 -0.005
H -2.767093 2.021207 2.250203 -0.02 -0.02 0.02 -0.034
H -5.089230 -1.347261 2.623100 0.06 0.00 -0.02 -0.011
H -4.477171 -1.252718 4.291671 0.03 -0.03 -0.02 -0.013
H -4.075946 -2.651774 3.276300 0.01 0.04 0.00 -0.017
```
Forces are in eV/Å.


Record 4
Density functional theory data (wB97M-V/def2-TZVPD) for a single C18H25N3S2 molecule.

Computed properties:
F_max: 0.7 eV/A
calculated total energy: -45212.467 eV
HOMO level: -8.00 eV
LUMO level: 0.67 eV
ΔE to the lowest compared entry with this formula, charge and spin: 8.5 kcal per mole
SMILES: CCc1ccccc1NC(=S)N(CCN(C)C)Cc1cccs1
spin multiplicity: 1

```
48
Properties=species:S:1:pos:R:3:forces:R:3:lowdin_charge:R:1
C -3.173044 -2.260960 2.363513 -0.07 0.21 -0.03 -0.082
H -3.636324 -3.119206 1.882247 -0.01 -0.11 0.00 0.077
H -3.817066 -1.927871 3.174019 -0.04 -0.04 0.12 0.073
H -2.225547 -2.585239 2.788818 0.08 -0.09 0.08 0.072
C -2.966961 -1.134253 1.348079 0.00 -0.15 0.04 -0.211
C -2.070686 -1.579273 0.226510 0.08 0.24 0.08 -0.193
C -2.607608 -2.179330 -0.902943 0.10 -0.05 -0.06 -0.041
C -1.802084 -2.620575 -1.938047 -0.08 -0.05 -0.07 -0.085
C -0.428234 -2.476975 -1.846696 0.02 0.03 -0.01 -0.076
C 0.130412 -1.888665 -0.728343 -0.02 -0.10 0.16 -0.030
C -0.681628 -1.428170 0.306454 -0.16 -0.23 -0.56 -0.219
N -0.123588 -0.828172 1.445361 -0.36 0.13 0.11 0.049
C 1.115891 -0.252915 1.562096 0.26 0.16 0.30 -0.816
N 1.549879 0.591365 0.599565 -0.27 -0.28 0.23 -0.111
C 0.653014 1.216368 -0.350995 -0.53 0.29 -0.10 -0.134
H 0.065008 0.463813 -0.876525 0.12 0.17 -0.06 0.093
H 1.251854 1.746062 -1.092143 -0.04 -0.06 0.02 0.132
C -0.279210 2.223458 0.340746 0.16 -0.07 -0.18 -0.180
N -1.132047 2.885467 -0.629426 0.08 0.02 0.04 -0.275
C -2.257937 2.060323 -1.018473 0.08 0.01 -0.06 -0.094
H -1.907401 1.110321 -1.415759 -0.06 -0.10 -0.03 0.076
H -2.816407 2.572747 -1.799920 -0.08 -0.05 -0.05 0.085
H -2.938682 1.854532 -0.177338 -0.03 -0.01 0.05 0.088
C -1.583970 4.180318 -0.160921 0.06 -0.05 -0.05 -0.109
H -0.720874 4.808954 0.051739 -0.01 0.07 0.04 0.082
H -2.169483 4.653759 -0.947375 -0.05 0.08 0.01 0.082
H -2.205396 4.114195 0.745394 -0.03 0.00 0.04 0.089
H 0.339051 2.977796 0.834129 -0.02 -0.03 0.02 0.124
H -0.862671 1.706218 1.120855 0.04 0.07 0.01 0.120
C 2.907759 1.097564 0.678019 0.29 0.11 0.09 -0.219
C 3.848990 0.208027 -0.074563 0.39 -0.06 0.19 -0.516
C 3.685849 -0.334953 -1.312810 -0.03 0.14 0.19 -0.145
C 4.770790 -1.150639 -1.704317 0.14 -0.10 -0.04 -0.191
C 5.741083 -1.213011 -0.758447 0.11 0.16 0.34 -0.418
S 5.347207 -0.287545 0.634118 -0.40 -0.07 -0.53 1.038
H 6.669477 -1.747512 -0.789534 0.18 -0.14 -0.06 0.058
H 4.821771 -1.662729 -2.648567 0.05 -0.11 -0.15 0.099
H 2.822223 -0.160566 -1.930456 -0.21 0.05 -0.08 0.106
H 2.927681 2.112934 0.271087 -0.09 -0.09 0.03 0.133
H 3.212374 1.138699 1.728353 -0.12 0.13 -0.21 0.054
S 1.969628 -0.563607 2.949879 0.25 -0.23 0.49 0.670
H -0.438724 -1.216407 2.325999 0.22 0.08 -0.11 0.103
H 1.202845 -1.792727 -0.638598 0.12 0.02 0.00 0.111
H 0.211797 -2.830044 -2.641122 0.06 -0.03 -0.07 0.104
H -2.244183 -3.079000 -2.809386 -0.04 -0.04 -0.08 0.101
H -3.679810 -2.294098 -0.972702 -0.13 0.00 0.00 0.115
H -2.537566 -0.263835 1.848531 -0.07 0.05 -0.06 0.099
H -3.937439 -0.844646 0.939879 0.04 0.07 0.00 0.111
```
Forces are in eV/Å.